Entry from OMol25: one molecule with the formula C4H12N2O in a non-equilibrium geometry (ωB97M-V/def2-TZVPD).

The geometry in ORCA input format:
```
! RIJCOSX wB97M-V def2-TZVPD def2/J DEFGRID3
* xyz 0 1
N 2.536 0.588 0.165
C 1.437 -0.383 0.070
C 0.101 0.093 0.490
N -0.052 0.050 2.067
C -1.170 -0.593 -0.033
C -1.430 -0.539 -1.551
O -1.821 0.766 -2.089
H 2.594 1.431 -0.497
H 3.108 0.533 0.993
H 1.306 -0.863 -1.047
H 1.669 -1.129 0.830
H -0.061 1.130 0.205
H -0.783 0.773 2.391
H 0.841 0.415 2.549
H -1.927 -0.075 0.477
H -1.298 -1.543 0.455
H -2.248 -1.271 -1.884
H -0.451 -0.726 -2.001
H -2.351 1.342 -1.592
*
```

Values from the calculation:
E in Ha: -344.28545
HOMO energy in eV: -8.918
Gap between HOMO and LUMO in Ha: 0.363
E_LUMO in Ha: 0.03565

Entry from OMol25: one molecule with the formula C6H10O (ωB97M-V/def2-TZVPD).

The geometry in ORCA input format:
```
! RIJCOSX wB97M-V def2-TZVPD def2/J DEFGRID3
* xyz 0 1
C -0.916 -1.381 -0.039
C -1.387 -0.418 0.761
C -1.010 1.048 0.769
O -0.347 1.516 -0.381
C 1.034 1.226 -0.375
C 1.261 -0.274 -0.251
C 0.253 -1.141 -1.031
H -1.286 -2.392 0.156
H -2.103 -0.662 1.547
H -0.409 1.275 1.672
H -1.926 1.641 0.845
H 1.523 1.718 0.483
H 1.427 1.681 -1.289
H 0.972 -0.538 0.763
H 2.314 -0.562 -0.317
H -0.120 -0.659 -1.946
H 0.719 -2.079 -1.368
*
```

Values from the calculation:
E in Ha: -309.80638
HOMO energy in eV: -9.263
Gap between HOMO and LUMO in Ha: 0.381
E_LUMO in Ha: 0.04087

Entry from OMol25: a 2-piece molecular cluster, C14H16O overall in a non-equilibrium geometry (ωB97M-V/def2-TZVPD).

The geometry in ORCA input format:
```
! RIJCOSX wB97M-V def2-TZVPD def2/J DEFGRID3
* xyz 1 2
C 0.293 2.453 3.496
C 0.073 0.697 1.680
C -0.430 1.317 2.823
C -0.779 -0.054 0.893
C -2.037 -0.429 1.338
C -1.635 0.849 3.350
C -2.427 -0.017 2.604
H 1.021 1.086 1.315
H -0.528 -0.369 -0.115
H 1.320 2.194 3.728
H -0.158 2.756 4.438
H -2.793 -0.913 0.729
H -1.934 1.055 4.370
H -3.352 -0.332 3.059
H 0.310 3.295 2.804
C 2.860 0.400 -2.469
C -0.681 -1.795 -2.058
C -0.681 -0.711 -2.955
C 0.496 -2.291 -1.396
C 0.473 -0.025 -3.131
C 1.650 -1.642 -1.699
C 1.669 -0.468 -2.513
O -1.771 -2.418 -1.686
H -1.591 -0.489 -3.498
H -2.528 -2.133 -2.224
H 0.453 -2.926 -0.522
H 0.468 0.878 -3.727
H 2.588 -1.889 -1.216
H 3.323 0.497 -3.463
H 3.667 0.008 -1.844
H 2.662 1.416 -2.111
*
```

Values from the calculation:
E in Ha: -618.00073
HOMO energy (alpha / beta) in eV: -11.539 / -11.538
Gap between HOMO and LUMO (alpha / beta) in Ha: 0.285 / 0.154
E_LUMO (alpha / beta) in Ha: -0.13884 / -0.26955

Entry from OMol25: one molecule with the formula C6H13N (ωB97M-V/def2-TZVPD).

The geometry in ORCA input format:
```
! RIJCOSX wB97M-V def2-TZVPD def2/J DEFGRID3
* xyz 0 1
C 1.409 -1.639 0.886
C 0.606 -0.356 0.769
N 0.800 0.397 -0.457
C 1.062 1.820 -0.366
C -0.542 -0.095 -0.162
C -1.636 0.906 0.199
C -1.083 -1.166 -1.087
H 2.420 -1.402 1.245
H 0.971 -2.359 1.586
H 1.524 -2.122 -0.089
H 0.569 0.222 1.698
H 0.998 2.259 -1.366
H 0.365 2.359 0.288
H 2.073 1.982 0.020
H -2.510 0.388 0.605
H -1.354 1.676 0.922
H -1.958 1.424 -0.715
H -0.296 -1.803 -1.495
H -1.609 -0.696 -1.927
H -1.808 -1.794 -0.553
*
```

Values from the calculation:
E in Ha: -291.12718
HOMO energy in eV: -8.781
Gap between HOMO and LUMO in Ha: 0.363
E_LUMO in Ha: 0.04056

Entry from OMol25: a 11-piece molecular cluster, C11H41N20O13 overall in a non-equilibrium geometry (ωB97M-V/def2-TZVPD).

The geometry in ORCA input format:
```
! RIJCOSX wB97M-V def2-TZVPD def2/J DEFGRID3
* xyz -1 1
O -0.596 -1.487 0.834
C 0.063 -0.972 -0.161
O 1.087 -0.327 0.046
O -0.522 -0.972 -1.280
H -1.255 -1.904 0.273
C 7.360 -0.368 -3.965
O 7.431 -1.552 -3.681
N 8.332 0.218 -4.583
N 6.267 0.376 -3.930
H 8.467 1.213 -4.473
H 9.115 -0.393 -4.768
H 6.459 1.366 -3.891
H 5.439 0.045 -3.455
C -6.937 -3.254 4.939
O -5.976 -3.553 4.321
N -7.919 -4.096 4.946
N -7.117 -2.066 5.527
H -8.645 -3.798 5.582
H -7.857 -4.990 4.480
H -6.328 -1.438 5.482
H -7.927 -1.682 5.992
C -0.496 4.331 -6.780
O 0.452 3.892 -7.408
N -1.106 3.700 -5.816
N -0.952 5.556 -6.906
H -1.618 4.291 -5.177
H -0.999 2.698 -5.874
H -1.674 5.941 -6.314
H -0.448 6.159 -7.539
C 1.467 -5.146 -5.083
O 2.046 -5.891 -5.883
N 0.196 -4.993 -5.266
N 2.032 -4.498 -4.109
H -0.218 -5.559 -5.993
H -0.235 -4.143 -4.933
H 3.042 -4.522 -4.075
H 1.577 -3.893 -3.441
C -1.643 0.651 7.185
O -1.344 1.297 8.182
N -1.933 1.102 5.982
N -1.761 -0.674 7.171
H -1.750 0.385 5.295
H -1.844 2.072 5.717
H -1.457 -1.183 7.989
H -1.918 -1.166 6.303
C -1.962 -8.360 0.000
O -1.113 -8.767 0.794
N -1.999 -8.966 -1.136
N -2.850 -7.428 0.274
H -2.722 -8.686 -1.783
H -1.281 -9.666 -1.255
H -3.477 -6.977 -0.377
H -2.762 -7.013 1.190
C 1.287 6.287 3.511
O 0.319 5.868 2.871
N 1.350 7.257 4.396
N 2.326 5.656 3.330
H 0.512 7.787 4.591
H 2.235 7.592 4.748
H 2.320 4.877 2.687
H 3.212 6.041 3.623
C -5.123 2.240 -1.533
O -6.114 2.906 -1.304
N -3.973 2.543 -1.088
N -5.176 1.081 -2.059
H -3.759 3.406 -0.608
H -3.215 1.896 -1.247
H -6.072 0.677 -2.292
H -4.367 0.481 -2.132
C 3.846 -2.706 5.312
O 4.461 -2.973 6.293
N 3.469 -1.545 4.841
N 3.414 -3.670 4.556
H 3.160 -1.349 3.899
H 3.514 -0.731 5.437
H 2.740 -3.390 3.858
H 3.329 -4.631 4.854
C 3.735 6.088 -3.176
O 4.928 5.789 -3.302
N 3.248 7.109 -3.740
N 2.906 5.400 -2.519
H 2.264 7.335 -3.743
H 3.852 7.478 -4.461
H 3.160 4.427 -2.424
H 2.023 5.861 -2.352
*
```

Values from the calculation:
E in Ha: -2517.24755
HOMO energy in eV: -4.758
Gap between HOMO and LUMO in Ha: 0.232
E_LUMO in Ha: 0.05687

Entry from OMol25: an isolated ion of composition C2H3Cl3O2P and charge -1 in a non-equilibrium geometry (ωB97M-V/def2-TZVPD).

The geometry in ORCA input format:
```
! RIJCOSX wB97M-V def2-TZVPD def2/J DEFGRID3
* xyz -1 1
C 1.342 1.260 -0.198
C -1.489 -2.152 -1.116
O -0.244 1.594 2.079
O 1.470 -0.410 2.072
P 0.623 0.588 1.347
Cl -2.337 -3.140 -0.028
Cl -2.705 -1.457 -2.283
Cl -0.936 -0.503 -0.086
H 0.535 1.622 -1.036
H 1.912 2.158 -0.021
H 1.829 0.439 -0.730
*
```

Values from the calculation:
E in Ha: -1950.46543
HOMO energy (alpha / beta) in eV: -4.340 / -4.339
Gap between HOMO and LUMO (alpha / beta) in Ha: 0.279 / 0.279
E_LUMO (alpha / beta) in Ha: 0.11962 / 0.11963

Entry from OMol25: one molecule with the formula C21H18BrFN6O in a non-equilibrium geometry (ωB97M-V/def2-TZVPD).

The geometry in ORCA input format:
```
! RIJCOSX wB97M-V def2-TZVPD def2/J DEFGRID3
* xyz 0 1
O -0.540 2.879 -1.279
C -0.351 1.683 -1.107
C -1.230 0.704 -1.848
C -2.629 0.970 -1.786
C -3.554 0.087 -2.353
C -3.086 -1.101 -2.966
C -1.721 -1.370 -3.083
F -1.286 -2.508 -3.708
C -0.767 -0.492 -2.517
C 0.656 -0.771 -2.701
N 1.125 -1.976 -2.450
C 2.415 -2.270 -2.587
C 3.352 -1.250 -2.917
C 2.824 0.035 -3.070
N 1.515 0.232 -2.973
N 0.589 1.250 -0.187
C 0.552 0.050 0.592
C 2.064 -0.117 0.752
C 2.617 1.299 0.725
C 1.339 2.129 0.690
C 0.551 1.957 2.017
N 1.428 2.084 3.215
C 1.051 1.904 4.541
C -0.252 1.899 5.014
N -0.539 1.782 6.301
C 0.543 1.676 7.138
Br 0.220 1.676 9.021
C 1.832 1.621 6.646
N 2.102 1.740 5.301
C -0.081 0.571 1.860
H -2.969 1.861 -1.297
H -4.613 0.338 -2.320
H -3.811 -1.830 -3.328
H 2.708 -3.313 -2.410
H 4.413 -1.458 -3.028
H 3.456 0.834 -3.412
H 0.088 -0.828 0.151
H 2.310 -0.643 1.708
H 2.480 -0.758 -0.004
H 3.205 1.476 -0.164
H 3.304 1.484 1.564
H 1.492 3.160 0.363
H -0.245 2.733 2.057
H 2.425 2.000 3.131
H -1.122 1.940 4.317
H 2.643 1.449 7.341
H -1.164 0.670 1.728
H 0.059 -0.089 2.723
*
```

Values from the calculation:
E in Ha: -3888.69236
HOMO energy in eV: -8.488
Gap between HOMO and LUMO in Ha: 0.306
E_LUMO in Ha: -0.00609

Entry from OMol25: a 9-piece molecular cluster, C30H81N3O14 overall in a non-equilibrium geometry (ωB97M-V/def2-TZVPD).

The geometry in ORCA input format:
```
! RIJCOSX wB97M-V def2-TZVPD def2/J DEFGRID3
* xyz 0 1
C 1.439 -5.819 -4.267
O 0.156 -5.310 -4.192
C 0.255 -3.919 -4.078
C -1.097 -3.322 -3.906
N -1.046 -1.922 -3.794
C -2.247 -1.361 -3.230
C -1.834 0.089 -3.070
O -2.468 1.002 -2.556
C -3.652 1.448 -3.161
H 2.049 -5.409 -5.111
H 1.287 -6.875 -4.549
H 1.983 -5.999 -3.309
H 0.801 -3.514 -4.951
H 0.901 -3.580 -3.233
H -1.356 -3.708 -2.929
H -1.801 -3.755 -4.598
H -0.981 -1.497 -4.756
H -2.601 -1.702 -2.257
H -3.055 -1.331 -3.927
H -1.452 0.506 -4.058
H -1.072 0.095 -2.302
H -3.542 2.092 -3.989
H -4.139 2.134 -2.472
H -4.339 0.611 -3.295
C -1.812 11.901 -0.960
O -2.460 10.814 -0.380
C -2.262 9.549 -0.998
C -3.054 8.480 -0.203
N -2.475 7.120 -0.192
C -3.448 6.103 0.284
C -2.895 4.710 0.504
O -3.690 3.959 1.048
C -3.391 2.533 0.974
H -2.271 12.721 -0.463
H -2.006 12.033 -1.963
H -0.710 11.836 -0.758
H -1.164 9.278 -0.998
H -2.698 9.599 -2.017
H -4.046 8.421 -0.641
H -3.123 8.679 0.860
H -2.494 6.912 -1.181
H -4.353 6.066 -0.308
H -3.827 6.374 1.279
H -1.966 4.576 1.107
H -2.745 4.456 -0.492
H -3.248 2.196 -0.034
H -4.304 2.073 1.313
H -2.500 2.426 1.572
C 5.307 -5.181 1.906
O 4.392 -4.277 1.424
C 4.062 -3.227 2.311
C 3.252 -2.230 1.492
N 3.198 -1.060 2.365
C 2.281 -0.066 1.848
C 2.538 1.208 2.641
O 2.104 2.239 2.220
C 0.675 2.386 2.146
H 5.090 -5.620 2.890
H 6.270 -4.699 1.925
H 5.365 -5.971 1.280
H 4.912 -2.701 2.685
H 3.534 -3.617 3.140
H 2.256 -2.603 1.307
H 3.667 -1.889 0.592
H 2.956 -1.296 3.286
H 1.263 -0.419 1.960
H 2.396 -0.070 0.735
H 3.587 1.458 2.732
H 2.102 1.008 3.629
H 0.282 1.446 1.644
H 0.345 3.255 1.485
H 0.219 2.406 3.169
O 2.898 2.382 -0.591
C 1.715 2.895 -1.156
C 0.653 1.882 -1.491
O -0.612 2.495 -1.264
H 2.824 2.271 0.375
H 1.404 3.571 -0.399
H 1.859 3.618 -1.960
H 0.748 0.920 -0.937
H 0.692 1.639 -2.562
H -1.283 1.859 -1.577
O -0.692 -5.314 0.198
C 0.380 -5.803 -0.533
C 1.409 -4.799 -0.523
O 2.579 -5.316 -1.031
H -0.430 -5.266 1.103
H 0.812 -6.770 -0.098
H -0.019 -5.975 -1.574
H 1.604 -4.457 0.441
H 1.076 -3.979 -1.186
H 3.184 -4.601 -1.165
C -1.555 -4.047 3.020
C -0.564 -5.045 3.525
O 0.452 -4.953 2.633
H -2.300 -3.876 3.794
H -2.105 -4.486 2.176
H -0.973 -3.148 2.877
H -0.952 -6.117 3.413
H -0.381 -4.812 4.591
H 1.343 -5.272 3.031
C -0.479 -1.723 -0.092
C -1.589 -0.950 0.350
O -1.452 -0.724 1.778
H -0.476 -1.965 -1.078
H -0.531 -2.708 0.354
H 0.487 -1.181 -0.068
H -2.491 -1.514 0.220
H -1.732 0.067 -0.110
H -0.536 -0.598 1.962
C 3.416 -2.609 -2.477
C 2.565 -1.493 -2.400
O 3.044 -0.244 -1.847
H 4.322 -2.327 -3.046
H 3.005 -3.564 -2.832
H 3.747 -3.000 -1.420
H 1.675 -1.910 -1.904
H 2.081 -1.330 -3.412
H 3.810 0.034 -2.351
C -1.857 0.515 4.768
C -0.472 0.337 5.008
O 0.037 1.356 5.895
H -2.473 0.693 5.679
H -2.333 -0.170 4.087
H -1.960 1.479 4.304
H 0.026 0.201 4.072
H -0.644 -0.662 5.511
H -0.258 2.236 5.744
*
```

Values from the calculation:
E in Ha: -2408.68643
HOMO energy in eV: -8.755
Gap between HOMO and LUMO in Ha: 0.334
E_LUMO in Ha: 0.01254